Entry 1:
C2H3INOS | wB97M-V/def2-TZVPD

- Highest occupied orbital energy (alpha / beta): -13.6 / -13.6 eV
- Calculated total energy: -24582.549 eV
- Energy above the lowest of the compared OMol25 structures with the same formula, charge and spin: 67.0 kcal per mole
- Kohn-Sham gap (alpha / beta): 7.0 / 7.0 eV
- Charge: +1

Each line ends with the natural charge from an NBO analysis.
Geometry (Å):
C: -0.737655 -0.092883 0.319349  -0.249
C: 0.458326 -0.205364 0.322561  -0.167
N: -2.157029 0.261724 0.231872  -0.700
O: 3.133959 -1.690940 -0.965449  -0.698
S: 3.244733 -0.852457 0.174223  1.263
I: 3.442826 1.407088 -0.673634  0.162
H: -2.366263 1.250122 0.096310  0.445
H: -2.421827 0.041618 1.161377  0.470
H: -2.597067 -0.118909 -0.666606  0.475

Cartesian forces (eV/Å) of the 2 atoms listed first:
C -2.28 1.18 -0.86
C 2.57 -0.75 0.29

***

Entry 2:
C9H17BO2Pd | wB97M-V/def2-TZVPD

- Highest occupied orbital energy: -14.8 eV
- Calculated total energy: -17827.127 eV
- Kohn-Sham gap: 1.6 eV
- Charge: +2

Each line ends with the natural charge from an NBO analysis.
Geometry (Å):
B: 2.888970 -2.866549 -0.779907  0.479
C: 3.386959 -1.559515 0.144030  -0.659
C: 2.073682 -0.591838 0.398850  -0.414
C: 1.902650 0.614106 -0.698370  -0.421
C: 0.549417 1.557116 -0.449118  -0.422
C: -0.381887 1.028634 0.792006  -0.433
C: -1.843676 1.831914 0.914404  -0.094
O: -2.687513 0.984285 1.774210  -0.470
C: -4.041522 0.805483 1.228447  0.709
O: -5.089726 1.071573 2.057158  -0.325
C: -4.432761 0.261136 -0.268524  -0.105
C: -3.717873 -0.830989 -0.998020  -0.143
H: 2.500358 -2.681592 -1.873391  -0.075
H: 2.874385 -3.964715 -0.317391  -0.037
H: 4.295441 -1.017727 -0.356680  0.112
H: 3.660625 -2.023566 1.205969  0.280
H: 1.137953 -1.329583 0.436264  0.249
H: 2.129349 -0.075958 1.471563  0.253
H: 2.836013 1.319465 -0.657746  0.232
H: 1.831190 0.175562 -1.795811  0.227
H: -0.068195 1.631670 -1.456544  0.220
H: 0.904627 2.669699 -0.207695  0.243
H: -0.662835 -0.125151 0.685158  0.207
H: 0.200507 1.252348 1.783039  0.242
H: -1.652037 2.915057 1.378537  0.245
H: -2.271985 2.022924 -0.161890  0.194
H: -5.355031 0.803219 -0.798457  0.339
H: -3.583529 -1.930581 -0.590546  0.297
H: -3.228527 -0.541398 -2.034517  0.291
Pd: 5.844969 -1.405031 -0.825031  0.777

Cartesian forces (eV/Å) of the 2 atoms listed first:
B 0.42 1.22 0.49
C -2.49 -2.33 2.43

***

Entry 3:
C5H8N2 | wB97M-V/def2-TZVPD

- Highest occupied orbital energy: -9.1 eV
- Calculated total energy: -8293.746 eV
- Energy above the lowest of the compared OMol25 structures with the same formula, charge and spin: 28.8 kcal per mole
- Kohn-Sham gap: 10.1 eV

Each line ends with the natural charge from an NBO analysis.
Geometry (Å):
C: -1.522251 0.127323 0.563010  -0.647
C: -1.021163 -0.259225 -0.840851  -0.207
N: 0.484675 -0.466876 -0.919352  -0.413
C: 1.100362 -1.107556 0.184667  -0.109
C: 1.699092 -0.137379 0.913177  -0.084
N: 1.585777 1.104894 0.283342  -0.461
C: 0.934022 0.838408 -0.796104  0.222
H: -2.596836 -0.066202 0.643724  0.220
H: -1.018319 -0.474511 1.322521  0.223
H: -1.345448 1.180177 0.819295  0.220
H: -1.293815 0.544049 -1.542778  0.207
H: -1.485068 -1.173354 -1.191404  0.203
H: 1.097661 -2.182979 0.330073  0.221
H: 2.193196 -0.206216 1.873304  0.212
H: 0.665399 1.531849 -1.582525  0.193

Cartesian forces (eV/Å) of the 2 atoms listed first:
C 0.03 -0.10 -0.01
C -0.26 -0.39 -0.11

***

Entry 4:
C57H99N5Ni2O13 | wB97M-V/def2-TZVPD

- Highest occupied orbital energy (alpha / beta): -7.1 / -7.2 eV
- Calculated total energy: -176859.750 eV
- Multiplicity: 5
- Kohn-Sham gap (alpha / beta): 6.4 / 5.6 eV

Each line ends with the Mulliken spin population.
Geometry (Å):
Ni: 2.376358 -2.635406 -1.335688  1.787
Ni: -2.929224 -2.192896 2.979466  1.715
C: -0.872632 -1.280438 0.112981  0.008
C: 0.337236 -1.119325 -0.598724  -0.018
C: 1.552032 -0.469745 0.140819  0.004
O: 2.621460 -0.804113 -0.467867  0.058
C: 1.375486 0.062947 1.391521  0.013
C: 0.058729 0.146415 1.954969  0.004
C: -1.087787 -0.539704 1.244356  0.009
O: -2.194854 -0.674586 1.889001  0.076
O: -0.111640 0.765122 2.994568  0.004
O: 0.593026 -1.623284 -1.707687  0.053
H: -1.691282 -1.846783 -0.315436  -0.008
H: 2.301372 0.399217 1.824865  0.006
C: 2.107915 -3.393427 2.396828  -0.005
C: 2.212888 -3.750982 1.081849  0.005
C: 0.943836 -4.126812 0.357334  0.008
O: 0.976480 -4.323914 -0.881809  0.040
C: -0.318982 -4.138597 0.974394  0.062
C: -0.443453 -3.753956 2.288091  -0.038
C: 0.848183 -3.368826 3.078180  -0.003
O: 0.681088 -2.899081 4.188890  -0.005
O: -1.542117 -3.459661 2.855693  0.107
O: 3.234594 -3.416299 0.369867  0.053
H: 2.961579 -3.020641 2.946395  0.000
H: -1.277592 -4.247859 0.485638  -0.003
C: 0.861864 -3.551509 -4.131081  0.001
C: 2.180797 -2.821820 -4.548792  -0.007
C: 1.767643 -1.369630 -4.748340  -0.006
C: 3.005746 -0.478693 -4.962644  0.002
C: 4.056295 -0.674602 -3.857499  -0.004
C: 4.361116 -2.119998 -3.455915  -0.003
N: 3.066762 -2.842964 -3.367759  0.036
O: 3.270708 -4.153990 -2.868552  -0.005
C: 5.349773 -2.779587 -4.444082  0.002
C: 5.118124 -2.035279 -2.127233  0.012
C: 2.576298 -3.484503 -5.852935  0.004
H: 0.506038 -3.160987 -3.188036  -0.001
H: 1.090938 -4.618370 -4.098007  0.000
H: 0.130343 -3.465856 -4.934153  0.000
H: 1.165507 -1.206017 -5.643518  0.000
H: 1.262973 -0.920966 -3.893196  0.001
H: 2.725463 0.576239 -5.003898  0.000
H: 3.467348 -0.653094 -5.941929  0.000
H: 3.778366 -0.057504 -2.998008  -0.002
H: 4.958029 -0.185220 -4.238140  0.001
H: 5.228594 -3.867079 -4.494035  0.000
H: 5.218638 -2.488297 -5.486241  0.000
H: 6.369576 -2.592429 -4.120807  0.000
H: 5.972188 -1.370027 -2.262949  -0.001
H: 4.550955 -1.650584 -1.278126  -0.002
H: 5.563695 -2.988589 -1.832927  0.000
H: 2.818671 -4.546571 -5.729715  0.000
H: 3.457871 -3.054019 -6.331509  -0.001
H: 1.774793 -3.455490 -6.587400  0.000
H: 3.701612 -4.667093 -3.568722  0.005
C: 2.002015 2.614865 -0.794566  0.001
C: 2.157654 4.001620 -1.391235  0.000
C: 0.911285 4.376774 -2.236722  0.000
C: -0.298770 4.968077 -1.553117  0.000
C: 0.077247 6.037693 -0.512039  0.000
C: 1.233187 5.608410 0.410972  0.000
N: 2.307331 5.049879 -0.377304  0.000
O: 3.520854 4.945494 0.355420  0.000
C: 1.629119 6.891378 1.131598  0.000
C: 0.697353 4.585846 1.446012  0.000
C: 3.381909 4.061219 -2.296213  0.000
H: 2.136276 1.732148 -1.431611  -0.002
H: 1.113464 2.418149 -0.200023  0.000
H: 2.860867 2.448444 -0.127243  -0.001
H: 1.290100 5.158926 -2.901925  0.000
H: 0.586235 3.459393 -2.732016  0.000
H: -0.960651 4.293704 -0.998738  0.000
H: -1.021308 5.481956 -2.194423  0.000
H: -0.760815 6.155431 0.179612  0.000
H: 0.324023 7.004538 -0.954085  0.000
H: 0.792253 7.340853 1.669080  0.000
H: 2.388593 6.705689 1.893921  0.000
H: 1.984511 7.650700 0.432465  0.000
H: 0.069376 3.834466 0.973007  0.000
H: 1.521687 4.083391 1.948699  0.000
H: 0.144887 5.154000 2.197384  0.000
H: 4.252807 3.642208 -1.789953  0.000
H: 3.653737 5.087306 -2.558059  0.000
H: 3.171090 3.533139 -3.227783  0.000
H: 4.129192 5.446116 -0.197199  0.000
C: 5.191565 -0.458147 2.135562  0.003
C: 5.568328 -0.224741 3.612434  0.000
C: 6.921363 0.501174 3.629256  0.000
C: 6.830229 2.031538 3.449479  0.000
C: 5.751353 2.568149 4.384804  0.000
C: 4.379280 1.910940 4.235241  0.000
N: 4.545801 0.477958 4.392927  0.000
O: 3.317066 -0.212423 4.363244  0.000
C: 3.662177 2.564597 5.458650  0.000
C: 3.539274 2.413391 3.043226  0.000
C: 5.803545 -1.602197 4.245060  0.000
H: 5.953917 -1.083210 1.662008  0.000
H: 5.178772 0.474144 1.567415  0.000
H: 4.258862 -1.008406 1.996092  -0.002
H: 7.427085 0.416515 4.596600  0.000
H: 7.521233 0.062304 2.832230  0.000
H: 6.648352 2.214588 2.385093  0.000
H: 7.813184 2.441519 3.688810  0.000
H: 5.688886 3.628420 4.122623  0.000
H: 6.128622 2.474323 5.402292  0.000
H: 2.694213 2.110010 5.686501  0.000
H: 4.228834 2.321129 6.360491  0.000
H: 3.573794 3.629922 5.270976  0.000
H: 3.890851 2.037835 2.078674  0.000
H: 2.512212 2.045869 3.122183  0.000
H: 3.460256 3.498200 3.029560  0.000
H: 5.694363 -1.586773 5.328898  0.000
H: 6.794767 -1.964124 3.964978  0.000
H: 5.091319 -2.347206 3.883085  0.000
H: 2.974631 -0.109106 3.463876  0.000
C: -6.421286 -2.576533 0.097177  0.000
C: -5.770567 -2.078364 1.433804  -0.016
C: -6.867250 -1.811815 2.450728  0.004
C: -7.558832 -3.076836 2.983225  0.000
C: -6.483998 -3.933231 3.618877  0.002
C: -5.204306 -4.215810 2.822669  -0.004
N: -4.784980 -2.991412 2.026999  0.001
O: -3.708236 -3.262558 1.145019  0.022
C: -4.043353 -4.703823 3.689737  0.029
C: -5.511043 -5.306700 1.791721  -0.001
C: -5.141725 -0.731150 1.106742  0.008
H: -5.877676 -3.422860 -0.326988  0.000
H: -6.436332 -1.751562 -0.607219  0.002
H: -7.434258 -2.930468 0.281038  -0.001
H: -6.421741 -1.305131 3.311211  -0.005
H: -7.677649 -1.274508 1.956652  0.000
H: -8.044816 -3.597494 2.154905  0.000
H: -8.365566 -2.728131 3.625335  0.000
H: -6.936739 -4.924887 3.776525  0.000
H: -6.276067 -3.747502 4.678692  -0.001
H: -3.636680 -3.881391 4.297186  -0.004
H: -4.514872 -5.331096 4.448550  -0.001
H: -3.324100 -5.207528 3.058304  0.000
H: -6.478963 -5.279469 1.284852  0.000
H: -4.806352 -5.597225 1.006684  0.000
H: -5.558092 -6.256267 2.342082  0.001
H: -4.589092 -0.349506 1.976756  0.011
H: -5.802177 0.056206 0.752593  0.003
H: -4.327012 -0.818677 0.384931  -0.004
H: -4.081164 -3.768702 0.404584  -0.007
C: -3.977166 -0.888191 -2.613168  0.000
C: -4.435630 0.586149 -2.779963  0.000
C: -5.946434 0.669487 -2.980254  0.000
C: -6.519146 2.065360 -2.704152  0.000
C: -6.065329 2.618458 -1.370848  0.000
C: -4.534722 2.633157 -1.255163  0.000
N: -4.093540 1.272409 -1.525994  -0.001
O: -2.723337 1.136275 -1.217451  0.002
C: -3.965856 3.731708 -2.186628  0.000
C: -4.186397 3.030264 0.180576  0.000
C: -3.642607 1.021017 -4.029954  0.000
H: -4.237495 -1.418301 -3.532975  0.000
H: -4.537499 -1.383645 -1.818453  0.000
H: -2.896496 -0.875043 -2.511880  0.000
H: -6.177177 0.523376 -4.037824  0.000
H: -6.483602 -0.032726 -2.341221  0.000
H: -7.605385 1.936362 -2.786349  0.000
H: -6.352838 2.817393 -3.482120  0.000
H: -6.377516 1.953894 -0.550285  0.000
H: -6.561494 3.557623 -1.119550  0.000
H: -4.248439 4.715667 -1.810449  0.000
H: -2.878672 3.651235 -2.184877  0.000
H: -4.346863 3.622582 -3.197384  0.000
H: -4.305505 2.176234 0.857498  0.000
H: -3.185836 3.414676 0.365784  0.000
H: -4.951440 3.735910 0.511842  0.000
H: -2.584401 0.775463 -3.993634  0.000
H: -3.753362 2.090556 -4.211712  0.000
H: -4.079075 0.593156 -4.936533  0.000
H: -2.670886 0.473080 -0.518773  -0.004

Cartesian forces (eV/Å) of the 2 atoms listed first:
Ni -0.24 0.23 0.30
Ni 1.24 0.49 -1.28